C19H24BrNO2 in the gas phase, computed with ωB97M-V with the def2-TZVPD basis set.

## Properties
- total charge = 0
- DFT total energy (Eh) = -3517.630349
- maximum force (eV/Å) = 0.56
- spin multiplicity = 1
- E_LUMO (Eh) = 0.0286
- structure (SMILES) = CCOCCCNCc1cc(Br)ccc1OCc1ccccc1
- gap between HOMO and LUMO (eV) = 9.20

CARTESIAN COORDINATES (ANGSTROEM)
H: 1.53009 -3.37069 -1.72751
C: -2.40668 -1.81185 -0.26326
H: 2.01119 1.09293 -1.55043
C: 1.07109 -2.53759 -1.19353
C: 0.55378 1.48315 1.84547
H: 2.52652 -1.22456 2.52032
H: -2.96877 0.15088 -0.91693
C: -1.06555 1.25083 -3.85060
C: 1.22125 0.47147 2.56144
C: -0.09615 2.25758 -0.33108
H: 2.85858 -1.83057 -0.23176
C: 1.88065 -2.24720 0.07125
H: -1.13812 2.25118 0.01283
C: -0.39067 -2.86211 -0.89662
H: -2.04690 2.21799 -2.21468
H: -0.46785 -3.45845 0.02396
H: 2.12998 0.16564 -3.83316
C: -0.28335 2.40194 3.90798
H: 2.07700 -3.18217 0.61262
C: 1.21323 0.61589 -3.48041
H: -4.02544 -0.52760 0.33650
H: -0.69244 3.23118 1.99383
H: -0.83056 -3.44482 -1.72280
N: 1.16506 -1.35501 0.96305
C: 0.36919 1.40307 4.60067
C: -0.18857 2.44018 2.52670
C: -1.13040 1.76681 -2.56871
C: 2.02486 -0.55523 1.81316
H: 1.61911 -0.33182 4.49760
H: -2.41373 0.07168 0.76095
O: -1.09569 -1.65041 -0.74803
H: 0.27154 3.29676 -0.31019
H: -1.93347 1.29578 -4.49195
C: -2.99739 -0.43584 -0.00283
H: 2.80966 -0.02892 1.23325
H: -0.86004 3.14770 4.43280
H: 0.57530 -0.74471 0.40571
O: 0.70750 1.44468 0.49894
C: -0.02361 1.71063 -1.73386
C: 1.15092 1.13744 -2.20043
H: -3.01666 -2.35915 -1.00102
H: -2.39147 -2.40059 0.66741
Br: 0.24327 1.34257 6.50100
H: 0.15219 0.25895 -5.30506
C: 0.10474 0.66968 -4.30741
H: 1.07935 -1.66028 -1.84352
C: 1.11748 0.44300 3.93835

***

C19H24BrO5SSr as an isolated structure in a non-equilibrium geometry, computed with ωB97M-V with the def2-TZVPD basis set.

## Properties
- total charge = -1
- DFT total energy (Eh) = -4117.678174
- maximum force (eV/Å) = 1.26
- spin multiplicity = 1
- E_LUMO (Eh) = 0.0944
- gap between HOMO and LUMO (eV) = 7.70

CARTESIAN COORDINATES (ANGSTROEM)
H: -1.07602 1.27758 3.51174
H: -2.09753 -2.44600 3.42379
C: -1.60249 -2.92118 0.17990
C: -3.59025 1.51936 -0.22270
Sr: -0.30275 0.01699 -1.02474
C: 2.18774 2.03147 0.39903
C: -3.09252 4.21246 0.05827
H: 0.57059 3.35075 0.88723
C: -4.63681 2.37442 0.11732
C: -2.08809 3.31258 -0.29349
S: 1.57949 -1.70878 -1.89606
Br: -5.77689 4.91562 0.76142
H: -2.08202 -3.41286 -0.66422
C: 0.58236 1.65172 2.18865
H: -1.48127 -0.28217 1.72579
H: -3.85252 0.46554 -0.31053
H: 2.51413 -1.78435 2.89706
C: -1.59226 -2.35686 2.46220
O: 0.21654 -1.86644 -2.52313
H: -0.52062 -2.25630 2.64363
H: -2.90275 -3.87020 1.62082
C: -0.61868 2.10742 2.97019
H: -3.12353 -0.87628 1.96156
H: -0.52943 -2.85270 -0.01350
C: 1.24309 0.46655 2.49665
H: 3.63978 0.48095 0.11982
C: 3.04031 -1.25384 2.10188
O: 2.57374 -2.62670 -2.38597
H: -1.10943 3.76040 -0.46307
H: -0.34378 2.86770 3.70585
H: -1.37319 2.53740 2.30965
C: -2.11713 -1.16952 1.65478
C: 2.68327 2.85735 -0.75438
C: 2.81297 0.83135 0.72572
H: -1.21058 -4.39460 1.73280
H: 3.05181 -1.89063 1.21819
C: -4.36832 3.72221 0.26572
H: 3.55066 3.45706 -0.46676
C: 2.35927 0.04386 1.77721
H: 0.87411 -0.15390 3.30859
O: 1.31772 -1.82378 -0.41468
C: -1.86288 -3.54499 1.53522
H: -2.88882 5.27024 0.17113
O: 1.91836 -0.25372 -2.10122
C: -2.26004 1.92455 -0.44096
H: -5.64453 2.00417 0.26239
C: 1.07670 2.42606 1.14081
H: 2.97828 2.21118 -1.58230
H: 4.06919 -1.08570 2.42959
O: -2.18092 -1.59673 0.28082
H: 1.91214 3.54247 -1.11039

***

C19H24ClN3O4S in the gas phase in a non-equilibrium geometry, computed with ωB97M-V with the def2-TZVPD basis set.

## Properties
- total charge = 0
- DFT total energy (Eh) = -2062.043225
- maximum force (eV/Å) = 1.38
- spin multiplicity = 1
- E_LUMO (Eh) = 0.0071
- structure (SMILES) = Cc1oc(-c2cccc(Cl)c2)nc1CS(=O)(=O)CC(=O)NCCN1CCCC1
- gap between HOMO and LUMO (eV) = 8.69

CARTESIAN COORDINATES (ANGSTROEM)
C: -4.21949 -0.65776 -0.05543
C: 2.71128 0.01760 -1.85066
C: 5.00240 0.46425 -1.27883
C: -2.02780 -2.35903 -0.99811
O: -4.00711 0.30237 -2.24240
Cl: 6.34929 -0.88548 0.62751
H: 1.27641 2.15164 -0.11926
H: 0.21486 0.72637 -0.28393
H: -4.59861 -0.15094 0.82760
H: -0.30608 -5.25004 0.45347
H: 3.75902 -2.04764 0.62931
C: 3.87591 0.73469 -2.03973
H: -2.62214 2.52695 -2.11045
H: -2.03704 3.74818 -0.08727
H: -2.32091 0.97061 0.34412
C: -1.95314 2.03976 -1.39735
H: 0.24887 0.28155 2.05504
H: -1.33692 -4.14909 1.38165
S: -2.86147 -1.73312 0.52060
C: 0.88991 1.10995 1.75535
H: 0.12793 2.06329 3.56180
C: 3.79285 -1.27103 -0.11802
N: -2.72327 1.13255 -0.57578
C: 4.94859 -0.54054 -0.32437
H: -4.98241 -1.29171 -0.49714
H: 5.91367 1.02292 -1.42241
H: 1.82908 0.21385 -2.43740
C: 2.66397 -0.98833 -0.88501
H: 1.53002 2.87560 2.86743
H: -0.54414 3.64812 -1.05361
H: 0.22847 4.12278 1.42197
H: -2.25012 -1.67540 -1.81116
C: -0.58414 -2.38274 -0.70803
C: 0.09983 -3.18047 0.17507
C: -3.64838 0.30941 -1.08006
C: -0.31119 3.22312 1.76470
H: 3.91493 1.51345 -2.78606
O: -3.41753 -2.86483 1.21565
O: -1.93993 -0.91542 1.26582
H: -1.20634 3.54786 2.30004
N: 0.28151 -1.46292 -1.22340
C: -0.32467 -4.31927 1.02186
C: 1.43541 -1.71894 -0.67130
O: 1.38292 -2.75870 0.18714
H: 1.92988 0.79113 1.79623
H: -1.19805 1.48272 -1.96449
H: 0.35196 -4.41733 1.86655
H: -2.44681 -3.34416 -1.17881
C: 0.60939 2.34447 2.62763
C: -1.28102 3.06062 -0.47654
C: 0.47326 1.56322 0.36148
N: -0.69292 2.37587 0.64898

***

C19H24ClN5O in the gas phase in a non-equilibrium geometry, computed with ωB97M-V with the def2-TZVPD basis set.

## Properties
- total charge = 0
- DFT total energy (Eh) = -1547.506723
- maximum force (eV/Å) = 5.30
- spin multiplicity = 1
- E_LUMO (Eh) = 0.0159
- structure (SMILES) = N#C[C@H]1CCCC[C@@H]1N1N[C@@H](Nc2ccc(Cl)cc2)[C@H]2C(=O)NCC[C@H]21
- gap between HOMO and LUMO (eV) = 7.76

CARTESIAN COORDINATES (ANGSTROEM)
C: -1.65646 1.94420 -2.45108
H: -1.75336 1.57226 -3.39184
C: 4.06962 -1.48644 -2.82884
H: 5.44922 1.64169 -2.71938
H: 3.29428 2.19393 -1.62229
C: -1.50218 0.79513 -1.43028
H: 1.06024 -0.51087 1.16092
C: -2.07589 -0.19500 2.72162
C: -2.04371 -2.66489 3.64434
H: -0.17667 -2.28460 1.88819
H: -2.51253 2.65755 -2.35671
H: -0.83560 0.05378 -1.72243
H: -2.00445 1.84636 0.27948
H: -3.02269 -3.12559 1.81212
H: 2.17752 -2.01387 -1.93945
H: -0.28651 3.26299 -3.34080
C: 5.01696 -0.51644 -3.06362
C: 3.49626 1.17515 -2.08679
C: -2.66303 -1.26345 3.67269
Cl: 6.65238 -0.95254 -3.80583
H: -2.62595 -3.34548 4.27458
C: 2.61489 0.16974 -1.81967
H: 2.07595 1.86315 0.46753
H: 0.89601 -0.45467 -1.08121
C: 0.27848 3.01247 -1.29381
H: 4.32965 -2.49317 -3.19919
H: -3.79648 -1.35573 3.59938
H: -1.69557 -4.15151 2.16740
C: 2.84084 -1.19016 -2.30171
C: -1.11145 1.27285 -0.06267
N: 0.60866 0.35028 1.08621
H: -1.21418 0.29536 3.24129
C: -3.11817 0.90408 2.64116
C: 1.22114 1.24735 0.11502
N: 1.53194 0.35984 -0.99936
H: -0.01949 2.77336 0.82296
C: -2.05775 -3.16045 2.25500
N: -0.39107 2.73920 -2.46243
H: -0.99843 -2.67680 3.98455
C: 4.69006 0.83450 -2.73130
H: -2.59497 -0.88729 4.66096
N: -3.78237 1.82717 2.37409
C: -1.70501 -0.82144 1.36476
C: 0.14043 2.15756 -0.09792
H: -1.08762 -2.54694 0.38611
H: -2.56612 0.43517 -1.45418
O: 1.30710 3.72496 -1.23494
N: -0.70274 0.08377 0.66557
H: -2.63638 -0.84997 0.76556
C: -1.11481 -2.24656 1.44627